The following is a DFT calculation (ωB97M-V with the def2-TZVPD basis set) of a 13-piece molecular cluster, C27H80O13 overall at a distorted geometry.

Element x y z (Å)
O (-2.65, 0.22, 2.33)
H (-3.54, -0.15, 2.37)
H (-2.50, 0.58, 3.20)
O (-1.16, -4.00, -1.20)
H (-0.29, -3.92, -1.59)
H (-1.00, -3.86, -0.26)
O (0.10, -1.77, 4.58)
H (0.57, -2.57, 4.83)
H (0.78, -1.12, 4.43)
O (0.55, -5.66, 2.74)
H (0.14, -4.79, 2.78)
H (-0.17, -6.25, 2.56)
C (-3.26, 0.79, -3.94)
C (-1.74, 0.89, -4.17)
C (-1.32, 2.29, -3.86)
O (-1.05, 0.07, -3.20)
H (-3.86, 1.12, -4.79)
H (-3.65, 1.28, -3.05)
H (-3.62, -0.24, -3.90)
H (-1.54, 0.73, -5.23)
H (-1.66, 3.03, -4.59)
H (-0.23, 2.26, -3.88)
H (-1.80, 2.58, -2.92)
H (-0.14, 0.38, -3.28)
C (1.61, 6.11, 1.21)
C (2.13, 4.88, 0.60)
C (1.48, 3.60, 1.22)
O (1.93, 4.97, -0.78)
H (2.19, 7.01, 1.02)
H (1.67, 6.03, 2.30)
H (0.53, 6.11, 1.06)
H (3.20, 4.79, 0.75)
H (1.79, 2.72, 0.66)
H (0.39, 3.63, 1.20)
H (1.72, 3.60, 2.29)
H (1.25, 5.61, -0.99)
C (4.55, 0.75, 1.33)
C (5.97, 0.52, 1.82)
C (6.54, -0.96, 1.61)
O (6.78, 1.31, 1.01)
H (4.19, 1.78, 1.31)
H (3.87, 0.13, 1.92)
H (4.42, 0.45, 0.29)
H (6.08, 0.93, 2.82)
H (6.46, -1.57, 2.52)
H (7.58, -1.09, 1.33)
H (6.01, -1.52, 0.84)
H (6.55, 1.29, 0.08)
C (-2.88, -3.46, 4.52)
C (-3.06, -4.40, 3.36)
C (-4.37, -4.26, 2.69)
O (-2.04, -4.00, 2.47)
H (-1.87, -3.36, 4.91)
H (-3.49, -3.73, 5.38)
H (-3.19, -2.45, 4.26)
H (-2.90, -5.44, 3.65)
H (-5.26, -4.71, 3.13)
H (-4.42, -4.93, 1.82)
H (-4.66, -3.26, 2.38)
H (-1.59, -3.26, 2.90)
C (1.65, 0.58, -5.38)
C (2.11, -0.20, -4.19)
C (3.57, -0.11, -4.05)
O (1.58, 0.51, -3.03)
H (0.57, 0.60, -5.47)
H (1.99, 0.25, -6.36)
H (1.99, 1.60, -5.22)
H (1.82, -1.25, -4.14)
H (4.10, 0.64, -4.63)
H (3.79, -1.14, -4.36)
H (3.84, 0.00, -3.00)
H (2.32, 1.03, -2.71)
C (-5.52, -0.31, -1.53)
C (-4.90, 0.03, -0.22)
C (-5.54, 1.26, 0.44)
O (-5.00, -0.91, 0.78)
H (-5.12, -1.14, -2.11)
H (-5.55, 0.56, -2.19)
H (-6.52, -0.69, -1.34)
H (-3.87, 0.25, -0.47)
H (-6.49, 1.05, 0.91)
H (-5.70, 2.07, -0.27)
H (-4.90, 1.66, 1.23)
H (-4.54, -1.73, 0.61)
C (5.38, -4.14, -2.22)
C (4.68, -4.18, -0.93)
C (3.31, -3.44, -0.93)
O (4.23, -5.52, -0.62)
H (5.41, -3.15, -2.69)
H (4.93, -4.69, -3.05)
H (6.40, -4.48, -2.03)
H (5.38, -3.81, -0.19)
H (3.39, -2.36, -1.00)
H (2.68, -3.73, -0.09)
H (2.71, -3.70, -1.80)
H (5.02, -6.05, -0.56)
C (-0.53, 0.64, -0.01)
C (0.46, -0.48, 0.16)
C (0.15, -1.29, 1.36)
O (0.44, -1.31, -0.97)
H (-0.54, 1.38, 0.80)
H (-1.53, 0.22, 0.05)
H (-0.39, 1.20, -0.94)
H (1.44, -0.05, 0.36)
H (0.60, -0.66, 2.12)
H (0.61, -2.28, 1.34)
H (-0.89, -1.43, 1.67)
H (0.68, -0.73, -1.70)
C (-2.90, 3.68, 0.67)
C (-2.73, 4.20, 2.09)
C (-2.76, 5.77, 2.02)
O (-3.81, 3.75, 2.86)
H (-2.87, 2.59, 0.75)
H (-2.10, 4.05, 0.03)
H (-3.82, 4.03, 0.22)
H (-1.86, 3.72, 2.53)
H (-2.89, 6.06, 3.06)
H (-3.57, 6.22, 1.44)
H (-1.84, 6.17, 1.61)
H (-4.63, 3.51, 2.42)

For the orbital gap, the calculation gives 9.730 eV. The HOMO energy comes out at -0.348 Ha. The calculation puts the LUMO energy at 0.010 Ha. As for the net charge: 0. The calculation puts the relative energy (zero: lowest compared OMol25 entry of this formula, charge and spin) at 108.7 kcal/mol.